1.
The following is a quantum chemistry calculation of C4H6FO4Tl as an isolated structure in a non-equilibrium geometry, from OMol25.

Cartesian coordinates (Å):
1 C 0.25619 -0.92047 -2.70669
2 O 1.06095 -0.79162 -1.58318
3 H 0.08584 0.04689 -3.22740
4 H 0.71461 -1.61653 -3.44225
5 H -0.75020 -1.32078 -2.45898
6 C -0.58664 0.85338 2.28446
7 O 0.54136 0.20725 2.12259
8 C 0.48348 -0.29431 0.30340
9 C -0.45430 0.86820 0.00558
10 O -1.25442 1.09188 1.20485
11 O -1.06485 0.86787 3.43225
12 F -0.18910 -1.47478 0.47322
13 H 1.56607 -0.18279 0.38066
14 H 0.10730 1.78007 -0.21083
15 H -1.17179 0.63894 -0.78579
16 Tl 0.65549 0.24680 4.20811

- Gap between HOMO and LUMO (spin up / spin down): 8.50 / 6.20 eV
- Net charge: +2
- HOMO (spin up / spin down): -18.63 / -19.18 eV


2.
The following is a quantum chemistry calculation of a 2-piece molecular cluster, C5H10O overall, from OMol25.

Cartesian coordinates (Å):
1 O -2.16345 0.05639 0.80641
2 C -1.16713 0.11637 -0.21320
3 C -0.34716 -1.15646 -0.25522
4 C 0.80910 -1.00477 0.39527
5 C 0.93079 0.38203 0.98102
6 C -0.14344 1.17287 0.21973
7 H -2.65864 -0.76371 0.69195
8 H -1.63532 0.36159 -1.17928
9 H -0.72488 -2.09010 -0.66589
10 H 1.56344 -1.77950 0.50795
11 H 0.65736 0.30744 2.04362
12 H 1.92997 0.82685 0.93258
13 H -0.62941 1.93601 0.83282
14 H 0.29800 1.65843 -0.65741
15 H 1.38952 -0.23999 -2.06779
16 H 1.89126 0.21656 -2.37255

- Gap between HOMO and LUMO: 10.51 eV
- HOMO: -9.48 eV


3.
The following is a quantum chemistry calculation of an isolated ion of composition C7H13N4 and charge +1 in a non-equilibrium geometry, from OMol25.

Cartesian coordinates (Å):
1 C 0.09763 -0.42395 -1.31930
2 C 0.91828 0.00233 1.17577
3 C 1.71934 1.54820 -1.41068
4 C 2.26159 1.64116 0.03592
5 C -0.65266 -1.48196 0.85684
6 C -1.50105 -2.29455 -1.43363
7 C -1.52462 0.70333 1.64009
8 N 0.90554 0.38921 -1.60635
9 N -0.62341 -1.38818 -0.75991
10 N -0.44824 -0.27193 1.48527
11 N 1.19219 1.29728 0.98113
12 H 1.04925 2.42092 -1.74022
13 H 2.65125 1.40076 -2.00586
14 H 3.13748 1.07023 0.27964
15 H 2.54371 2.67054 0.27723
16 H -1.51868 -1.96873 1.15935
17 H 0.23261 -2.25614 1.00128
18 H -1.92019 -1.86632 -2.44558
19 H -1.03067 -3.26053 -1.52296
20 H -2.50035 -2.44460 -0.94070
21 H -2.42981 -0.07636 1.76744
22 H -1.53509 1.21810 2.63173
23 H -1.46264 1.39050 0.82336
24 H 0.43853 1.98069 1.07014

- Gap between HOMO and LUMO: 8.54 eV
- Net charge: +1
- HOMO: -12.49 eV


4.
The following is a quantum chemistry calculation of a 2-piece molecular cluster, C5H14N2O overall in a non-equilibrium geometry, from OMol25.

Cartesian coordinates (Å):
1 C -1.16023 -0.18704 0.00317
2 C 0.30879 -1.11785 -1.99150
3 C 1.32493 1.11861 0.74795
4 C -0.83267 -1.35198 0.87951
5 C -1.91566 0.95312 0.60531
6 N -1.09659 -0.35000 -1.28778
7 N 2.75537 0.86634 0.77184
8 O 1.34442 -0.61936 -1.44258
9 H 0.97952 0.52432 -0.24222
10 H -1.38631 0.45406 -1.83497
11 H 2.91053 -0.13863 0.84623
12 H 3.15213 1.10853 -0.12925
13 H 0.10383 -0.86053 -3.04421
14 H 0.05672 -2.17182 -1.78676
15 H 1.14669 2.18708 0.60577
16 H 0.91171 0.84741 1.71916
17 H -0.89241 -1.08730 1.93077
18 H -1.39813 1.33280 1.48202
19 H -1.51959 -2.17530 0.67809
20 H 0.17421 -1.69955 0.65474
21 H -2.89594 0.60236 0.94186
22 H -2.07131 1.76474 -0.10717

- Gap between HOMO and LUMO: 8.40 eV
- HOMO: -8.07 eV


5.
The following is a quantum chemistry calculation of C13H37BeF12N3O4P2 as an isolated structure in a non-equilibrium geometry, from OMol25.

Cartesian coordinates (Å):
1 Be -9.96190 17.01522 -18.14697
2 P -13.69982 16.49235 -19.44806
3 F -14.25231 17.01268 -18.04658
4 F -14.10589 17.84773 -20.18142
5 F -12.23985 17.14576 -19.07580
6 F -13.10630 15.95311 -20.88280
7 F -13.20717 15.09935 -18.76682
8 F -15.11996 15.84447 -19.77313
9 P -6.30445 17.83895 -18.32991
10 F -6.34214 16.66827 -17.20406
11 F -7.00356 16.82760 -19.40986
12 F -7.85726 18.30132 -17.88527
13 F -6.31406 19.02425 -19.41915
14 F -5.67148 18.81872 -17.24610
15 F -4.86444 17.33773 -18.80550
16 C -12.99054 16.63286 -14.73545
17 C -11.88048 17.07000 -15.68846
18 C -10.65429 17.36048 -14.89263
19 O -9.62524 17.87261 -15.69406
20 C -8.46996 17.99782 -14.86605
21 N -11.56453 15.93008 -16.61313
22 H -12.63321 16.00030 -13.91303
23 H -13.78979 16.09059 -15.23435
24 H -13.38313 17.51967 -14.22622
25 H -12.16373 17.96826 -16.23396
26 H -10.30991 16.45033 -14.37279
27 H -10.84457 18.06378 -14.07235
28 H -7.75672 18.65335 -15.34838
29 H -7.95237 17.05571 -14.67466
30 H -8.68602 18.53496 -13.93386
31 H -11.52592 15.14740 -15.95447
32 H -12.43474 15.74144 -17.11856
33 C -9.90935 15.78460 -22.64546
34 C -9.52567 16.45323 -21.32366
35 C -9.86415 17.90367 -21.29623
36 O -9.52251 18.42778 -20.03683
37 C -9.02705 19.76871 -20.05919
38 N -10.25954 15.73696 -20.22178
39 H -10.97632 15.86454 -22.85518
40 H -9.70875 14.70877 -22.55521
41 H -9.26133 16.05305 -23.48316
42 H -8.47141 16.28898 -21.09299
43 H -10.93306 18.08495 -21.48164
44 H -9.28796 18.38596 -22.09454
45 H -8.69110 20.01031 -19.06376
46 H -9.84834 20.45165 -20.30114
47 H -8.21478 19.78039 -20.77966
48 H -11.22245 15.73251 -20.58152
49 H -10.01320 14.75175 -20.28262
50 C -9.84375 13.09311 -17.89319
51 C -8.51639 13.83469 -17.80852
52 C -7.73802 13.97532 -19.09377
53 O -7.36890 12.71876 -19.59596
54 C -6.38833 12.02616 -18.88366
55 N -8.76019 15.16086 -17.13960
56 H -10.26088 12.92516 -16.90266
57 H -9.67609 12.14147 -18.40385
58 H -10.56331 13.62051 -18.52619
59 H -7.94203 13.24941 -17.07746
60 H -6.84375 14.57180 -18.88811
61 H -8.30372 14.44454 -19.87999
62 H -5.40030 12.49791 -18.96088
63 H -6.28996 11.03436 -19.32313
64 H -6.64818 11.88543 -17.82904
65 H -9.01367 14.98063 -16.16612
66 H -7.82408 15.54946 -16.98003
67 C -12.05861 19.79687 -18.41345
68 O -10.84109 19.30745 -17.84577
69 H -12.89895 19.29522 -17.92882
70 H -12.28893 20.85680 -18.26793
71 H -12.07237 19.59751 -19.48081
72 H -10.40049 20.01559 -17.36777

- Gap between HOMO and LUMO: 9.96 eV
- HOMO: -10.18 eV


6.
The following is a quantum chemistry calculation of one molecule with the formula C4H9NO2, from OMol25.

Cartesian coordinates (Å):
1 N 1.71257 0.55917 0.90289
2 C 0.86988 -0.52303 1.11291
3 O 0.55182 -0.85703 2.23445
4 C 0.28226 -1.17418 -0.12807
5 C -1.14215 -0.65630 -0.40109
6 C -1.20389 0.78338 -0.92087
7 O -0.93721 1.76098 0.05864
8 H 2.27414 0.59665 0.06355
9 H 2.17082 0.88069 1.74705
10 H 0.91699 -1.01751 -1.01260
11 H 0.24671 -2.24834 0.08216
12 H -1.61610 -1.31718 -1.13718
13 H -1.72594 -0.72758 0.52480
14 H -0.53008 0.89130 -1.79164
15 H -2.21870 0.99144 -1.27649
16 H -0.00812 1.68259 0.32842

- Gap between HOMO and LUMO: 10.76 eV
- HOMO: -10.07 eV


The records above yield ΔE to the lowest compared entry with this formula, charge and spin values of 16.01 39.58 128.22 86.63 0.00 13.74 kcal/mol, respectively.